[1]
110
Properties=species:S:1:pos:R:3:forces:R:3:lowdin_charge:R:1 method="wB97M-V/def2-TZVPD" gap_ev=3.39 e_lumo_ev=2.46 e_homo_ev=-0.929 largest_force_ha_per_bohr=0.014 total_charge=-2 e_tot_ha=-7406.64860 relative_energy_ev=0.440
Rb -0.129 -0.600 0.354 0.650 0.066 0.351 0.89
I -6.982 -7.702 -2.958 -0.030 -0.033 -0.002 0.79
C -5.597 -6.137 -2.825 0.030 0.048 0.011 -0.75
C -4.612 -6.013 -3.789 -0.007 0.003 0.001 -0.16
C -3.702 -4.967 -3.692 0.008 0.033 -0.018 -0.02
C -3.746 -4.053 -2.642 -0.026 -0.055 -0.014 -0.20
C -4.754 -4.210 -1.688 0.027 0.012 0.029 -0.03
C -5.678 -5.239 -1.770 -0.001 -0.018 -0.012 -0.15
C -2.719 -2.986 -2.510 -0.106 0.087 -0.063 -0.13
C -1.494 -3.334 -2.048 0.053 -0.056 0.112 -0.29
C -1.075 -4.690 -1.639 -0.060 0.034 -0.042 -0.02
C 0.135 -4.563 -1.084 0.031 0.042 0.061 -0.03
C 0.500 -3.139 -1.206 0.039 -0.211 -0.353 -0.36
C 1.715 -2.606 -0.910 0.206 -0.012 -0.175 -0.20
C 2.699 -3.433 -0.154 0.032 -0.049 -0.013 -0.21
C 3.747 -4.085 -0.809 -0.045 0.015 -0.025 -0.04
C 4.644 -4.882 -0.119 0.015 -0.030 0.024 -0.16
C 4.505 -5.023 1.256 -0.054 0.055 -0.063 -0.74
I 5.869 -6.218 2.301 0.041 -0.033 0.024 0.79
C 3.488 -4.384 1.942 0.033 -0.005 0.018 -0.14
C 2.590 -3.598 1.224 0.016 0.035 -0.007 0.00
C 2.205 -1.345 -1.449 -0.035 -0.129 -0.155 -0.22
N 1.601 -0.376 -2.297 -0.045 -0.008 0.068 0.07
C 2.611 0.517 -2.686 -0.096 0.070 0.022 -0.20
C 2.079 1.637 -3.438 0.041 -0.079 -0.017 -0.08
C 2.784 2.842 -3.817 0.000 0.047 -0.001 -0.14
C 4.187 2.895 -3.855 -0.016 -0.005 0.005 -0.03
C 4.868 4.046 -4.219 -0.010 -0.004 0.006 -0.17
C 4.155 5.182 -4.564 -0.023 -0.042 0.004 -0.76
I 5.175 6.928 -5.106 0.023 0.038 -0.013 0.76
C 2.767 5.163 -4.558 0.015 0.000 0.000 -0.17
C 2.093 4.011 -4.194 0.002 0.008 -0.001 -0.02
C 0.731 1.425 -3.471 0.013 0.051 0.034 -0.19
C 0.342 -0.016 -3.067 0.037 -0.026 0.053 -0.05
C -1.120 0.257 -2.556 -0.040 -0.097 -0.069 -0.11
C -1.380 1.622 -3.211 0.076 0.048 -0.038 -0.20
N -0.290 2.273 -3.630 -0.062 -0.064 0.006 0.15
C -2.710 1.880 -3.359 -0.144 0.037 0.030 -0.09
C -3.367 0.607 -3.124 0.099 0.046 -0.065 -0.20
C -4.629 0.084 -3.161 0.006 -0.035 0.043 -0.05
C -4.487 -1.308 -2.952 -0.114 0.045 -0.010 -0.06
C -3.159 -1.621 -2.752 0.159 -0.020 0.128 -0.18
N -2.435 -0.412 -2.871 -0.020 -0.097 -0.107 0.10
C -3.297 3.099 -3.877 0.031 -0.039 0.010 -0.15
C -2.555 4.294 -3.895 0.011 0.023 -0.004 -0.02
C -3.097 5.477 -4.362 -0.010 -0.014 -0.002 -0.17
C -4.406 5.498 -4.828 0.025 -0.017 0.013 -0.76
I -5.236 7.289 -5.524 -0.017 0.035 -0.015 0.77
C -5.164 4.340 -4.833 0.015 -0.015 0.004 -0.17
C -4.612 3.158 -4.363 -0.020 0.013 -0.004 -0.03
C 3.793 0.172 -2.090 -0.016 -0.041 0.009 -0.07
C 3.521 -0.965 -1.293 0.108 0.079 0.001 -0.06
N -0.507 -2.438 -1.783 0.059 -0.009 0.005 0.04
H -4.552 -6.716 -4.609 -0.001 -0.002 0.000 0.08
H -2.928 -4.856 -4.441 0.000 -0.007 0.001 0.12
H -4.796 -3.513 -0.859 0.004 0.003 -0.003 0.11
H -6.443 -5.350 -1.013 -0.002 0.000 0.000 0.09
H -1.657 -5.593 -1.745 -0.018 0.007 -0.010 0.10
H 0.755 -5.336 -0.655 0.012 0.006 0.000 0.11
H 3.849 -3.961 -1.880 -0.003 0.003 -0.002 0.12
H 5.442 -5.391 -0.645 0.001 -0.002 0.004 0.08
H 3.403 -4.463 3.018 -0.036 -0.009 0.016 0.06
H 1.791 -3.092 1.755 0.001 0.003 0.009 0.10
H 4.758 2.009 -3.627 0.010 -0.007 0.002 0.09
H 5.950 4.049 -4.240 0.001 -0.001 0.000 0.08
H 2.207 6.047 -4.835 -0.001 0.000 -0.002 0.09
H 1.013 3.998 -4.189 0.008 -0.001 -0.005 0.08
H 0.282 -0.662 -3.943 0.025 0.012 -0.018 0.16
H -1.105 0.412 -1.483 -0.116 0.321 -0.241 0.03
H -5.549 0.616 -3.326 -0.011 -0.007 -0.011 0.08
H -5.284 -2.032 -2.977 0.005 -0.001 -0.003 0.09
H -1.535 4.277 -3.538 -0.004 -0.001 -0.001 0.09
H -2.502 6.381 -4.360 0.000 0.002 -0.001 0.09
H -6.180 4.351 -5.207 -0.002 -0.002 -0.001 0.08
H -5.206 2.258 -4.399 -0.012 -0.001 -0.003 0.08
H 4.732 0.692 -2.162 0.018 -0.016 0.015 0.08
H 4.228 -1.494 -0.676 0.012 -0.003 -0.009 0.10
Se -0.114 5.379 5.680 0.006 -0.013 0.016 1.06
N -1.396 4.681 4.649 -0.051 0.027 0.013 -0.24
C -0.803 4.043 3.682 0.031 -0.061 -0.090 -0.33
C -1.514 3.346 2.613 0.029 0.075 0.130 -0.09
C -2.907 3.323 2.544 -0.034 -0.010 -0.026 0.00
C -3.513 2.680 1.489 0.031 0.003 0.011 -0.03
C -2.700 2.069 0.535 0.000 0.042 -0.060 -0.12
N -1.378 2.068 0.601 -0.064 0.000 -0.048 0.08
C -0.781 2.696 1.618 0.105 0.013 -0.059 -0.15
C 0.707 2.692 1.645 -0.163 -0.034 -0.018 -0.16
N 1.333 2.018 0.678 -0.043 -0.011 -0.018 0.10
C 2.657 2.006 0.666 -0.027 -0.007 0.015 -0.08
C 3.431 2.666 1.622 0.012 -0.014 0.000 -0.02
C 2.794 3.349 2.630 0.000 -0.013 -0.037 0.00
C 1.400 3.369 2.650 -0.010 0.069 0.142 -0.09
C 0.649 4.063 3.694 -0.043 -0.050 -0.075 -0.33
N 1.205 4.720 4.671 0.042 0.030 0.017 -0.23
H -3.480 3.820 3.317 0.001 0.000 0.002 0.11
H -4.588 2.641 1.388 -0.003 0.008 -0.003 0.11
H -3.138 1.571 -0.327 -0.004 -0.013 0.010 0.11
H 3.118 1.440 -0.136 0.009 0.007 -0.005 0.09
H 4.510 2.619 1.566 0.000 0.003 0.000 0.11
H 3.340 3.865 3.409 0.003 -0.001 -0.001 0.11
Cl -1.522 -3.790 1.651 -0.080 0.030 0.029 0.61
C -2.396 -2.332 2.131 0.031 -0.042 0.021 -0.98
Cl -3.037 -1.469 0.706 -0.549 -0.178 0.146 0.54
H -1.681 -1.689 2.640 -0.109 0.021 0.006 -0.05
H -3.228 -2.611 2.764 -0.046 0.013 -0.053 0.03
N 0.196 -0.904 3.066 0.230 0.128 0.399 -0.02
C 0.791 -1.279 4.002 -0.149 -0.136 -0.098 -0.41
N 1.349 -1.634 5.108 0.037 0.175 0.215 0.04
C 2.248 -2.589 5.178 -0.007 -0.088 -0.086 -0.43
N 3.037 -3.425 5.345 0.019 0.002 -0.016 0.07

***

[2]
36
Properties=species:S:1:pos:R:3:forces:R:3:lowdin_charge:R:1 method="wB97M-V/def2-TZVPD" gap_ev="6.16 / 6.83" e_lumo_ev="-9.16 / -8.69" e_homo_ev="-15.321 / -15.518" largest_force_ha_per_bohr=0.116 total_charge=+2 e_tot_ha=-1056.54227 s2=2.03 relative_energy_ev=0.000 multiplicity=3
C 0.482 -1.268 -3.343 1.262 0.566 -1.478 -0.17
C 0.521 0.308 -3.404 0.749 -0.465 -1.791 -0.17
H 1.513 -1.644 -3.337 -0.377 -0.091 0.202 0.12
H -0.023 -1.632 -4.243 -0.112 0.022 0.289 0.13
H -0.070 -1.805 -2.500 -0.011 -1.310 -0.865 -0.05
H 0.557 0.871 -2.412 0.567 0.885 -1.272 0.03
H 1.509 0.550 -3.808 -0.102 0.126 0.206 0.13
H -0.239 0.720 -4.065 0.011 0.082 0.208 0.11
Mo -0.338 -0.373 -1.525 -2.648 0.039 5.323 1.16
C -1.972 0.883 -2.000 -0.281 0.423 -0.348 -0.34
H -1.649 1.853 -2.410 -0.154 -0.274 0.039 0.02
H -2.547 1.065 -1.079 0.140 -0.095 -0.278 0.02
H -2.613 0.355 -2.719 0.109 0.425 0.137 0.00
I -2.404 -2.083 -1.128 0.646 0.160 -0.327 0.54
C 0.831 -3.371 1.553 0.114 -0.059 0.198 0.01
C 0.719 -2.745 0.314 -0.247 1.149 0.162 -0.13
N 0.527 -1.407 0.212 0.649 -0.730 0.404 -0.10
C 0.537 -0.644 1.347 -0.457 -0.904 0.313 -0.14
C 0.576 -1.233 2.643 -0.002 1.113 -1.036 -0.11
C 0.732 -2.626 2.723 0.065 -0.288 -0.368 0.07
C 0.405 -0.351 3.759 -0.053 0.867 0.334 0.03
C 0.198 1.002 3.596 0.182 -0.767 0.558 0.03
C 0.155 1.616 2.304 0.246 -1.042 -0.791 -0.11
C -0.118 2.974 2.063 0.009 -0.039 -0.362 0.07
C -0.149 3.440 0.754 0.106 0.083 -0.059 0.01
C 0.024 2.555 -0.310 -0.163 -1.045 0.433 -0.07
N 0.169 1.218 -0.104 0.387 0.655 -0.278 -0.04
C 0.337 0.764 1.177 -0.651 0.503 0.294 -0.12
H 0.970 -4.448 1.570 -0.013 0.189 0.120 0.13
H 0.738 -3.293 -0.628 -0.034 -0.015 0.364 0.11
H 0.772 -3.101 3.701 -0.009 0.010 -0.230 0.15
H 0.436 -0.791 4.758 -0.047 0.247 -0.256 0.14
H 0.054 1.649 4.464 0.066 -0.301 -0.191 0.14
H -0.310 3.634 2.906 0.067 -0.024 -0.204 0.15
H -0.335 4.485 0.521 0.101 -0.176 0.157 0.14
H 0.002 2.874 -1.352 -0.115 0.083 0.393 0.12

***

[3]
18
Properties=species:S:1:pos:R:3:forces:R:3:lowdin_charge:R:1 method="wB97M-V/def2-TZVPD" gap_ev=2.90 e_lumo_ev=-8.88 e_homo_ev=-11.780 largest_force_ha_per_bohr=0.082 total_charge=+1 e_tot_ha=-343.31448 relative_energy_ev=6.794
O -1.751 0.314 -0.916 2.017 0.047 1.474 0.18
C -0.712 -0.160 -0.481 -1.196 -1.509 -2.759 -0.18
C 0.334 0.335 0.399 -0.318 0.977 3.057 0.18
C 1.441 -0.572 0.657 -1.245 -0.320 0.343 -0.13
C 2.651 -0.246 -0.259 3.202 2.615 -0.720 -0.20
N 3.362 0.846 0.445 -1.056 0.646 -0.910 0.03
N -5.254 -0.163 -0.151 1.907 0.847 0.686 -0.02
H -0.347 -1.171 -0.744 -1.032 -0.160 -0.566 0.14
H 0.031 1.212 1.055 0.971 -0.746 -0.809 0.19
H 1.782 -0.578 1.677 0.171 0.407 0.340 0.14
H 1.171 -1.593 0.384 -0.328 -0.082 -0.222 0.14
H 3.443 -0.968 -0.527 -1.062 -0.609 0.828 0.15
H 2.273 0.087 -1.214 -0.228 -0.113 -0.320 0.11
H 2.737 1.705 0.444 1.785 -1.063 0.014 0.11
H 4.373 0.995 0.199 -1.690 -0.101 0.258 0.13
H -4.270 0.230 -0.090 -1.847 -1.035 -0.455 0.00
H -5.892 0.639 -0.022 0.178 -1.311 -0.838 0.02
H -5.373 -0.913 -0.854 -0.229 1.508 0.599 0.02

***

[4]
102
Properties=species:S:1:pos:R:3:forces:R:3:lowdin_charge:R:1 method="wB97M-V/def2-TZVPD" gap_ev="1.59 / 8.14" e_lumo_ev="2.42 / 2.36" e_homo_ev="0.833 / -5.786" largest_force_ha_per_bohr=0.072 total_charge=-1 e_tot_ha=-1684.15757 s2=0.75 multiplicity=2
C -1.400 -0.528 -1.805 -0.045 0.077 0.189 -0.03
C -2.536 0.131 -2.570 -1.020 -0.626 -0.214 -0.49
C -3.845 -0.734 -2.494 -0.215 0.772 1.074 -0.16
C -4.646 -0.564 -1.229 0.150 1.448 0.992 -0.20
C -4.918 0.972 -0.926 0.964 -2.074 -0.230 -0.12
C -3.646 1.835 -0.914 1.644 0.592 0.340 -0.44
N -2.820 1.536 -2.149 -2.766 -1.372 -0.592 -0.10
O -1.786 2.418 -2.400 1.111 0.169 1.006 -0.06
C -4.045 3.338 -0.948 0.562 -0.206 -0.644 -0.04
C -2.758 1.626 0.388 -0.804 0.000 -0.478 -0.02
C -2.237 0.070 -4.070 1.216 0.290 0.708 -0.08
H -0.532 0.129 -1.763 0.009 0.103 0.158 0.08
H -1.058 -1.440 -2.294 -0.118 -0.084 -0.032 0.07
H -1.751 -0.776 -0.803 0.315 -0.041 0.141 0.07
H -4.490 -0.421 -3.315 0.132 -0.433 -0.339 0.11
H -3.595 -1.794 -2.461 0.268 0.000 -1.005 0.11
H -4.103 -1.079 -0.437 0.183 0.403 0.464 0.09
H -5.598 -1.095 -1.225 -0.156 0.049 -0.451 0.10
H -5.395 0.999 0.054 -0.157 0.481 -0.061 0.11
H -5.587 1.286 -1.726 -0.108 0.399 0.157 0.11
H -3.205 3.955 -0.628 -0.071 0.033 0.217 0.07
H -4.238 3.652 -1.974 -0.155 -0.173 -0.150 0.08
H -4.933 3.596 -0.370 0.108 -0.328 0.266 0.08
H -1.773 2.082 0.293 0.063 -0.029 -0.372 0.06
H -3.200 2.128 1.249 -0.288 -0.056 0.048 0.08
H -2.615 0.576 0.644 -0.075 0.001 -0.075 0.05
H -1.227 0.467 -4.166 -0.110 0.699 -0.711 0.07
H -3.029 0.552 -4.643 0.360 0.125 -0.185 0.08
H -2.076 -0.962 -4.383 -0.524 -0.173 0.033 0.07
H -1.845 2.727 -3.308 -0.420 -0.016 -0.228 0.11
C 3.604 -2.815 -4.422 -1.756 1.308 -0.636 -0.09
C 2.224 -2.258 -3.918 -0.848 -0.729 1.338 -0.48
C 1.232 -3.457 -3.813 0.959 -0.574 0.929 -0.16
C 1.453 -4.349 -2.553 -0.031 1.172 -0.772 -0.19
C 1.422 -3.476 -1.287 0.907 0.014 -0.841 -0.14
C 2.468 -2.328 -1.335 0.390 0.107 -1.028 -0.49
N 2.322 -1.569 -2.606 -2.120 -1.445 0.147 -0.14
O 3.137 -0.453 -2.682 0.303 -0.112 0.083 -0.08
C 2.113 -1.340 -0.247 0.028 0.240 0.771 -0.06
C 3.891 -2.888 -1.036 -0.306 0.363 0.159 -0.10
C 1.486 -1.293 -4.825 0.634 1.528 -1.254 -0.09
H 4.392 -2.081 -4.250 0.369 -0.362 0.200 0.05
H 3.443 -2.793 -5.499 0.528 -0.635 -0.187 0.07
H 3.785 -3.815 -4.027 0.310 0.247 -0.090 0.06
H 0.191 -3.137 -3.859 0.044 0.220 0.240 0.09
H 1.389 -4.066 -4.704 -0.008 -0.066 -0.161 0.11
H 2.432 -4.824 -2.615 0.005 -0.181 -0.041 0.08
H 0.691 -5.126 -2.619 0.001 -0.096 0.544 0.09
H 1.790 -4.053 -0.439 -0.702 -0.170 0.293 0.11
H 0.443 -3.024 -1.131 -0.095 -0.220 0.190 0.10
H 1.683 -1.884 0.595 0.044 -0.024 0.206 0.07
H 2.989 -0.807 0.122 0.018 0.114 -0.056 0.08
H 1.378 -0.606 -0.577 0.001 -0.100 -0.146 0.06
H 4.658 -2.122 -1.139 -0.016 0.170 -0.291 0.05
H 3.922 -3.125 0.028 -0.026 -0.301 0.093 0.07
H 4.202 -3.764 -1.605 -0.185 0.004 -0.080 0.06
H 0.408 -1.207 -4.686 0.009 -0.598 0.363 0.05
H 1.647 -1.478 -5.887 -0.012 -0.401 -0.108 0.07
H 1.802 -0.256 -4.712 0.452 -0.001 0.215 0.07
H 3.945 -0.856 -3.008 1.069 0.589 -0.032 0.05
C 1.113 -2.189 3.611 -0.071 0.810 1.155 -0.03
C 1.539 -0.906 4.413 0.210 0.202 -0.761 -0.46
C 2.190 0.132 3.435 1.772 -1.853 1.347 -0.17
C 1.313 1.060 2.700 -0.380 -0.230 -0.917 -0.22
C 0.340 1.829 3.573 0.529 -1.269 0.613 -0.10
C -0.506 0.797 4.477 0.219 0.266 -0.613 -0.39
N 0.393 -0.254 5.055 1.994 2.935 -1.009 -0.16
O -0.172 -0.994 6.017 -1.752 -1.775 1.271 -0.02
C -1.255 1.627 5.604 -0.077 -0.602 -0.211 -0.03
C -1.492 0.114 3.511 -1.504 0.617 0.222 -0.05
C 2.594 -1.281 5.521 -0.849 0.142 -0.991 -0.04
H 1.943 -2.885 3.489 0.112 0.224 -0.420 0.07
H 0.668 -1.850 2.675 0.033 -0.441 -0.093 0.06
H 0.379 -2.716 4.221 -0.246 -0.032 -0.154 0.07
H 3.033 0.568 3.970 -0.226 0.720 0.226 0.10
H 2.718 -0.516 2.735 0.056 0.043 -0.398 0.10
H 0.878 0.383 1.965 -0.910 0.370 -0.256 0.09
H 1.887 1.749 2.080 0.223 0.121 0.131 0.11
H -0.201 2.513 2.920 -0.825 -0.248 0.340 0.11
H 0.988 2.472 4.169 -0.213 0.023 0.586 0.11
H -1.858 1.124 6.360 0.120 -1.099 -0.335 0.06
H -0.608 2.211 6.258 0.465 0.298 -0.598 0.07
H -2.021 2.251 5.144 0.429 0.409 -0.325 0.07
H -2.065 -0.708 3.940 0.521 -0.363 0.312 0.08
H -2.304 0.804 3.283 0.006 0.432 -0.187 0.06
H -1.113 -0.186 2.534 0.447 -0.081 0.290 0.06
H 3.452 -1.852 5.166 -0.161 -0.069 -0.490 0.07
H 2.068 -1.929 6.221 0.289 0.275 0.467 0.07
H 3.013 -0.352 5.908 -0.327 -0.092 0.587 0.07
H 0.276 -0.803 6.844 0.094 0.275 0.165 0.10
C 0.219 5.777 1.402 1.648 1.697 0.041 -0.23
O -0.878 4.975 1.412 -1.480 -1.103 0.073 -0.11
H 0.952 5.643 0.606 -0.195 -0.622 -0.281 0.07
H -0.073 6.820 1.284 -0.216 0.271 0.151 0.07
H 0.785 5.717 2.332 0.024 -0.117 0.302 0.07
H -0.796 4.290 0.744 0.354 -0.146 -0.316 0.03
C 1.535 2.804 -1.049 -1.204 -0.581 0.098 -0.12
O 0.303 3.556 -0.874 1.216 0.285 0.593 -0.16
H 2.421 3.324 -0.686 -0.328 0.513 -0.332 0.07
H 1.495 1.888 -0.460 -0.081 -0.184 0.104 0.05
H 1.596 2.490 -2.091 0.482 0.206 -0.038 0.08
H -0.406 3.074 -1.307 -0.220 -0.316 -0.418 0.02